Version w
Entry from OMol25: the ion C3H5OS with charge -1 (the ωB97M-V functional and the def2-TZVPD basis).

Geometry as XYZ:
```
10
C3H5OS (the ωB97M-V functional and the def2-TZVPD basis)
O -0.76 1.60 1.36
C -0.13 1.28 0.37
C -0.60 0.14 -0.54
C 0.23 -1.04 0.09
S 2.08 -0.69 0.02
H 0.82 1.74 0.09
H -1.66 -0.10 -0.58
H -0.22 0.26 -1.56
H 0.03 -1.18 1.15
H 0.22 -2.01 -0.41
```

Output
Net charge ... -1
Structure (SMILES) ... O=CCC[S-]

---

Version x
Entry from OMol25: a cluster of 2 separate species, C3H5OS in total (the ωB97M-V functional and the def2-TZVPD basis).

Geometry as XYZ:
```
10
C3H5OS (the ωB97M-V functional and the def2-TZVPD basis)
C 0.16 1.48 -1.14
C 0.30 -0.77 0.98
C -0.62 -0.52 -0.25
O 0.88 1.25 -2.06
S -0.64 2.59 -0.36
H 1.29 -0.90 0.50
H 0.49 0.07 1.61
H 0.25 -1.64 1.65
H -1.66 -0.18 -0.17
H -0.44 -1.38 -0.77
```

Output
Net charge ... -1

---

It is version x that is the least stable of them.

---

Version w
Entry from OMol25: a structure of composition C5H6O (the ωB97M-V functional and the def2-TZVPD basis).

Geometry as XYZ:
```
12
C5H6O (the ωB97M-V functional and the def2-TZVPD basis)
C 2.36 0.11 -0.74
C 1.60 -0.01 0.34
C 0.29 0.08 0.42
C -0.90 -0.81 0.22
C -1.68 0.49 0.46
O -0.44 1.23 0.54
H 3.43 0.08 -0.81
H 1.78 0.24 -1.65
H -0.97 -1.23 -0.80
H -0.97 -1.61 0.96
H -2.19 0.55 1.42
H -2.30 0.87 -0.36
```

---

Version x
Entry from OMol25: an isolated molecule of C5H6O (the ωB97M-V functional and the def2-TZVPD basis).

Geometry as XYZ:
```
12
C5H6O (the ωB97M-V functional and the def2-TZVPD basis)
C -0.41 1.88 1.59
C -0.13 0.94 0.90
C 0.28 -0.26 0.16
C -0.87 -1.15 -0.32
C 1.26 0.06 -0.96
O 1.31 -0.56 -1.99
H -0.66 2.72 2.21
H 0.90 -0.83 0.88
H -1.53 -1.41 0.51
H -1.46 -0.64 -1.09
H -0.46 -2.06 -0.76
H 1.98 0.88 -0.74
```

Output
Structure (SMILES) ... C#C[C@@H](C)C=O

---

Version y
Entry from OMol25: an isolated molecule of C5H6O (the ωB97M-V functional and the def2-TZVPD basis).

Geometry as XYZ:
```
12
C5H6O (the ωB97M-V functional and the def2-TZVPD basis)
C -1.68 -0.09 0.07
C -0.22 0.20 0.22
C 0.44 1.31 -0.20
O 1.70 1.31 -0.47
C 1.98 -0.69 0.01
C 0.80 -1.18 0.26
H -2.28 0.77 -0.28
H -2.14 -0.46 0.99
H -1.76 -0.85 -0.71
H -0.17 2.24 -0.22
H 2.99 -0.41 -0.08
H 0.35 -2.18 0.43
```

---

It is version y that is the least stable of them.

---

Version w
Entry from OMol25: an isolated molecule of C5H6O (the ωB97M-V functional and the def2-TZVPD basis).

Geometry as XYZ:
```
12
C5H6O (the ωB97M-V functional and the def2-TZVPD basis)
C 0.19 1.82 -1.91
C -0.01 0.82 -0.89
C -0.25 0.14 0.08
C -0.55 -1.06 0.81
C 0.33 -1.58 1.86
O -0.95 -1.04 2.17
H -0.78 2.12 -2.32
H 0.67 2.66 -1.39
H 0.84 1.51 -2.73
H -1.10 -1.77 0.19
H 1.17 -0.97 2.19
H 0.44 -2.65 1.94
```

Output
Structure (SMILES) ... CC#C[C@H]1CO1

---

Version x
Entry from OMol25: an isolated molecule of C5H6O (the ωB97M-V functional and the def2-TZVPD basis).

Geometry as XYZ:
```
12
C5H6O (the ωB97M-V functional and the def2-TZVPD basis)
C 0.06 -0.01 1.72
C -0.32 -0.06 0.01
C -1.28 -0.58 0.71
O -0.64 -0.62 -2.70
C 0.37 -0.08 -2.28
C 0.63 0.26 -0.89
H -0.66 0.02 2.54
H 0.50 1.00 1.67
H 0.80 -0.78 1.89
H -2.22 -0.09 0.96
H 1.19 0.19 -2.98
H 1.54 0.77 -0.61
```

---

Version y
Entry from OMol25: an isolated molecule of C5H6O (the ωB97M-V functional and the def2-TZVPD basis).

Geometry as XYZ:
```
12
C5H6O (the ωB97M-V functional and the def2-TZVPD basis)
C -0.77 -1.79 2.03
C -0.55 -1.35 0.93
C -0.51 -0.51 -0.26
C 0.53 0.61 -0.11
C 0.66 1.48 -1.33
O 0.11 1.27 -2.38
H -0.73 -2.29 2.96
H -1.55 -0.18 -0.26
H -0.37 -1.03 -1.21
H 0.33 1.24 0.77
H 1.53 0.19 0.08
H 1.34 2.36 -1.22
```

Output
Structure (SMILES) ... C#CCCC=O

---

It is version x that is the least stable of them.

---

Version w
Entry from OMol25: an isolated molecule of C5H6O (the ωB97M-V functional and the def2-TZVPD basis).

Geometry as XYZ:
```
12
C5H6O (the ωB97M-V functional and the def2-TZVPD basis)
C 1.78 0.09 0.83
C 1.46 -0.38 -0.24
C 0.34 -0.81 -1.07
C -0.59 -0.49 0.17
C -1.10 0.93 0.20
O -0.87 -1.34 0.99
H 2.11 0.43 1.78
H 0.23 -0.22 -1.99
H 0.32 -1.88 -1.32
H -2.08 0.85 -0.27
H -0.48 1.61 -0.39
H -1.24 1.34 1.20
```

Output
Structure (SMILES) ... C#CCC(C)=O

---

Version x
Entry from OMol25: an isolated molecule of C5H6O (the ωB97M-V functional and the def2-TZVPD basis).

Geometry as XYZ:
```
12
C5H6O (the ωB97M-V functional and the def2-TZVPD basis)
C -1.24 2.25 0.36
C -0.50 1.39 -0.04
C 0.46 0.60 -0.77
O -0.05 -0.47 -1.56
C 0.76 -0.80 -0.44
C 0.03 -1.42 0.73
H -1.89 3.05 0.61
H 1.19 1.23 -1.26
H 1.75 -1.18 -0.70
H -0.42 -0.61 1.32
H 0.70 -2.00 1.37
H -0.79 -2.05 0.38
```

Output
Structure (SMILES) ... C#C[C@@H]1O[C@@H]1C

---

Version y
Entry from OMol25: a structure of composition C5H6O (the ωB97M-V functional and the def2-TZVPD basis).

Geometry as XYZ:
```
12
C5H6O (the ωB97M-V functional and the def2-TZVPD basis)
C 1.43 -0.41 0.86
C 0.25 -0.19 -0.02
O -2.79 0.37 -0.76
C -0.37 1.10 -0.54
C -1.60 0.17 -0.71
C -0.74 -1.00 -0.43
H 1.43 0.35 1.65
H 2.38 -0.33 0.32
H 1.37 -1.39 1.33
H 0.05 1.46 -1.49
H -0.49 1.94 0.15
H -0.91 -2.07 -0.38
```

---

Version z
Entry from OMol25: a structure of composition C5H6O (the ωB97M-V functional and the def2-TZVPD basis).

Geometry as XYZ:
```
12
C5H6O (the ωB97M-V functional and the def2-TZVPD basis)
O -0.88 0.31 1.30
C -0.43 0.98 0.16
C -1.11 0.04 -0.80
C -0.41 -0.76 0.31
C 1.08 -0.33 -0.02
C 0.92 1.27 0.05
H -2.20 0.00 -0.71
H -0.73 0.01 -1.81
H -0.73 -1.74 0.68
H 1.43 -0.75 -0.97
H 1.77 -0.61 0.78
H 1.29 1.60 1.03
```

---

It is version z that is the least stable of them.

---

Version w
Entry from OMol25: a cluster of 2 separate species, CH3BrClN in total (the ωB97M-V functional and the def2-TZVPD basis).

Geometry as XYZ:
```
7
CH3BrClN (the ωB97M-V functional and the def2-TZVPD basis)
C -0.47 -0.06 -0.47
N 0.43 0.74 0.22
Cl -0.61 -1.79 0.08
Br 2.19 0.20 0.17
H -0.16 -0.12 -1.52
H -1.48 0.37 -0.40
H 0.10 0.66 1.92
```

---

Version x
Entry from OMol25: a cluster of 2 separate species, CH3BrClN in total (the ωB97M-V functional and the def2-TZVPD basis).

Geometry as XYZ:
```
7
CH3BrClN (the ωB97M-V functional and the def2-TZVPD basis)
H -0.58 -0.40 1.31
N -0.99 0.44 0.87
C -1.91 0.01 0.14
Cl -2.44 -1.65 -0.12
H -2.62 0.66 -0.37
Br 3.73 0.73 -0.52
H 4.80 0.22 -1.32
```

Output
Structure (SMILES) ... [H]/N=C\Cl.Br

---

It is version w that is the least stable of them.

---

Version w
Entry from OMol25: an isolated molecule of C6H6O2 (the ωB97M-V functional and the def2-TZVPD basis).

Geometry as XYZ:
```
14
C6H6O2 (the ωB97M-V functional and the def2-TZVPD basis)
C 2.24 -0.39 0.30
C 1.15 0.52 0.80
O 1.39 1.40 1.63
C -0.27 0.37 0.20
C -0.66 0.26 -1.09
C -2.00 -0.15 -0.95
C -2.36 -0.22 0.32
O -1.24 0.06 1.07
H 2.00 -1.57 0.45
H 2.17 -0.09 -0.81
H 3.33 -0.15 0.92
H -0.15 0.51 -2.07
H -2.66 -0.19 -1.73
H -2.95 -0.36 0.94
```

Output
Structure (SMILES) ... CC(=O)c1ccco1

---

Version x
Entry from OMol25: an isolated molecule of C6H6O2 (the ωB97M-V functional and the def2-TZVPD basis).

Geometry as XYZ:
```
14
C6H6O2 (the ωB97M-V functional and the def2-TZVPD basis)
C -1.06 1.51 1.23
C 0.21 1.16 0.48
O 1.09 1.99 0.26
C 0.47 -0.22 0.20
C 1.52 -0.88 -0.63
C 0.80 -1.74 -1.36
C -0.52 -1.29 -0.81
O -0.57 -1.30 0.51
H -1.88 0.82 1.04
H -0.85 1.52 2.30
H -1.38 2.51 0.92
H 2.56 -0.59 -0.65
H 1.02 -2.46 -2.13
H -1.41 -1.02 -1.37
```

Output
Structure (SMILES) ... CC(=O)[C@]12C=C[C@H]1O2

---

It is version x that is the least stable of them.